Record 1
This record from OMol25 describes an isolated molecule of C6H13NS in a non-equilibrium geometry. The level of theory is the ωB97M-V functional and the def2-TZVPD basis.

Each line ends with the natural charge from an NBO analysis.
Positions of all 21 atoms, in Å:
C (-2.014, 0.615, -0.673)  -0.61
C (-1.053, -0.164, 0.200)  -0.25
C (-0.636, 0.690, 1.459)  -0.51
C (0.029, -0.925, -0.589)  -0.04
C (1.216, -0.136, -1.132)  -0.43
C (2.082, -0.929, -0.118)  -0.22
H (-1.500, 1.442, -1.207)  0.21
H (-2.426, -0.027, -1.424)  0.21
H (-2.817, 1.070, -0.049)  0.21
H (-1.672, -0.931, 0.628)  0.20
H (-1.372, 0.648, 2.273)  0.23
H (0.309, 0.223, 1.801)  0.21
H (0.891, 2.239, 0.577)  0.11
H (-0.419, -1.532, -1.392)  0.19
H (1.286, 0.950, -0.926)  0.20
H (1.464, -0.318, -2.201)  0.22
H (2.955, -1.501, -0.447)  0.19
H (2.408, -0.223, 0.625)  0.17
H (0.577, -1.874, 1.177)  0.35
N (0.941, -1.810, 0.174)  -0.62
S (-0.248, 2.491, 1.245)  -0.05

Properties
strongest force on any atom	2.700	eV Å⁻¹
LUMO level	0.83	eV
HOMO-LUMO gap	9.745	eV
energy above the lowest of the compared OMol25 structures with the same formula, charge and spin	146.1	kJ/mol
SMILES string	C[C@H](CS)[C@H]1CCN1

Record 2
This record from OMol25 describes a structure of composition C16H31N6O in a non-equilibrium geometry. The level of theory is the ωB97M-V functional and the def2-TZVPD basis.

Each line ends with the natural charge from an NBO analysis.
Positions of all 54 atoms, in Å:
C (4.280, -2.376, 4.383)  -0.36
C (3.604, -2.201, 3.117)  -0.17
C (2.332, -1.316, 2.987)  -0.31
N (1.365, -2.093, 2.388)  -0.46
C (1.528, -2.419, 0.844)  -0.22
C (1.128, -1.042, 0.235)  -0.27
N (-0.170, -0.580, 0.661)  -0.36
H (-1.003, -1.624, 0.441)  0.40
C (-0.429, -0.515, 2.091)  -0.29
C (0.074, -1.649, 2.775)  -0.22
H (-0.075, -1.475, 4.077)  0.27
H (-0.683, -2.625, 2.727)  0.21
H (-1.335, -0.247, 2.199)  0.22
H (0.165, 0.496, 2.331)  0.26
C (-0.935, 0.291, -0.318)  -0.02
C (0.089, 1.665, -0.132)  0.24
N (0.662, 2.149, 0.773)  -0.33
N (1.359, 3.171, 0.519)  -0.09
N (1.038, 3.284, -0.775)  -0.05
N (0.414, 2.436, -1.161)  -0.10
C (0.162, 2.160, -2.679)  -0.25
C (1.060, 1.263, -3.136)  -0.10
H (0.857, 1.336, -4.325)  0.19
O (0.622, 0.024, -2.791)  -0.64
C (0.941, -1.351, -3.688)  -0.17
H (0.845, -0.977, -4.809)  0.23
H (2.367, -1.159, -3.703)  0.19
H (0.552, -2.080, -3.283)  0.14
H (2.184, 1.380, -2.992)  0.22
H (-0.863, 2.135, -2.876)  0.25
H (0.316, 3.196, -3.044)  0.26
H (-0.897, -0.114, -1.331)  0.28
C (-2.393, 0.805, 0.147)  -0.41
H (-2.807, -0.170, 0.267)  0.19
H (-2.258, 1.371, 1.020)  0.22
C (-3.274, 1.606, -0.837)  -0.11
C (-3.480, 0.554, -2.255)  -0.54
H (-3.974, 0.082, -1.774)  0.15
H (-2.527, 0.303, -2.598)  0.18
H (-3.948, 1.298, -2.721)  0.21
C (-4.348, 2.270, -0.402)  -0.59
H (-4.946, 1.408, 0.207)  0.17
H (-4.862, 2.631, -1.063)  0.22
H (-4.072, 2.750, 0.434)  0.23
H (-2.508, 2.301, -1.172)  0.16
H (1.008, -1.182, -0.989)  0.25
H (1.721, -0.142, 0.363)  0.25
H (2.523, -2.459, 0.588)  0.24
H (0.690, -3.228, 0.770)  0.24
H (2.833, -0.523, 2.586)  0.19
H (2.121, -1.030, 4.018)  0.22
H (3.983, -2.802, 2.326)  0.19
H (4.957, -3.113, 4.351)  0.19
H (4.005, -1.875, 5.230)  0.19

Properties
strongest force on any atom	18.730	eV Å⁻¹
LUMO level	-3.60	eV
HOMO-LUMO gap	7.926	eV
total charge	+1
energy above the lowest of the compared OMol25 structures with the same formula, charge and spin	2182.3	kJ/mol

Record 3
This record from OMol25 describes a structure of composition C49H52BeN5OP2S3. The level of theory is the ωB97M-V functional and the def2-TZVPD basis.

Each line ends with the Löwdin charge.
Positions of all 113 atoms, in Å:
Be (0.437, -1.250, -0.357)  -0.31
C (1.656, -1.159, 2.917)  -0.28
N (2.740, -0.372, 2.351)  -0.19
C (3.481, -1.064, 1.320)  -0.30
P (2.654, -0.907, -0.329)  1.09
C (3.130, 0.739, -0.921)  -0.36
C (3.849, 1.673, -0.183)  -0.07
C (4.124, 2.921, -0.730)  -0.07
C (3.672, 3.243, -2.000)  -0.08
C (2.945, 2.317, -2.738)  -0.07
C (2.669, 1.074, -2.197)  -0.12
C (3.705, -2.054, -1.280)  -0.36
C (3.608, -3.407, -0.946)  -0.15
C (4.366, -4.352, -1.616)  -0.07
C (5.227, -3.952, -2.629)  -0.08
C (5.324, -2.612, -2.969)  -0.07
C (4.565, -1.660, -2.300)  -0.07
C (3.491, 0.384, 3.302)  -0.25
C (4.839, 0.149, 3.560)  -0.03
C (5.510, 0.897, 4.519)  -0.08
C (4.851, 1.881, 5.236)  -0.09
C (3.511, 2.129, 4.972)  -0.07
C (2.838, 1.393, 4.012)  -0.02
P (0.135, -1.308, 1.846)  1.11
C (-0.753, -2.679, 2.642)  -0.36
C (-1.612, -3.436, 1.848)  -0.13
C (-2.380, -4.443, 2.415)  -0.08
C (-2.281, -4.712, 3.772)  -0.07
C (-1.417, -3.969, 4.564)  -0.07
C (-0.658, -2.953, 4.006)  -0.08
C (-0.815, 0.149, 2.374)  -0.34
C (-0.246, 1.405, 2.161)  -0.12
C (-0.918, 2.551, 2.554)  -0.07
C (-2.178, 2.451, 3.129)  -0.07
C (-2.760, 1.206, 3.312)  -0.07
C (-2.082, 0.055, 2.940)  -0.08
H (1.334, -0.696, 3.847)  0.10
H (1.989, -2.187, 3.137)  0.11
H (3.607, -2.135, 1.531)  0.10
H (4.473, -0.636, 1.190)  0.09
H (4.186, 1.456, 0.823)  0.09
H (4.675, 3.650, -0.151)  0.11
H (3.865, 4.228, -2.407)  0.11
H (2.574, 2.576, -3.720)  0.11
H (2.077, 0.351, -2.747)  0.11
H (2.918, -3.720, -0.172)  0.08
H (4.278, -5.398, -1.355)  0.11
H (5.816, -4.689, -3.160)  0.11
H (5.992, -2.300, -3.761)  0.11
H (4.642, -0.616, -2.573)  0.10
H (5.379, -0.631, 3.040)  0.11
H (6.554, 0.689, 4.717)  0.11
H (5.373, 2.444, 5.998)  0.11
H (2.985, 2.902, 5.516)  0.11
H (1.795, 1.600, 3.809)  0.10
H (-1.678, -3.232, 0.791)  0.02
H (-3.052, -5.023, 1.793)  0.11
H (-2.869, -5.508, 4.211)  0.11
H (-1.334, -4.184, 5.621)  0.11
H (0.000, -2.370, 4.638)  0.11
H (0.720, 1.472, 1.674)  0.10
H (-0.468, 3.523, 2.400)  0.11
H (-2.708, 3.346, 3.426)  0.11
H (-3.750, 1.127, 3.743)  0.11
H (-2.540, -0.913, 3.094)  0.10
C (-1.547, 8.746, -3.751)  -0.08
C (-1.551, 7.327, -3.259)  -0.74
O (-1.616, 6.347, -3.947)  0.04
S (-1.408, 7.243, -1.467)  1.01
C (-1.214, 5.490, -1.252)  -0.54
C (0.022, 4.994, -0.856)  -0.08
C (0.207, 3.627, -0.761)  -0.03
C (-0.833, 2.745, -1.072)  -0.24
C (-2.076, 3.260, -1.435)  -0.01
C (-2.268, 4.629, -1.524)  -0.08
C (-0.562, 1.345, -1.007)  -0.10
C (-0.260, 0.169, -0.948)  -0.12
H (-2.307, 8.873, -4.520)  0.09
H (-0.575, 8.944, -4.205)  0.09
H (-1.708, 9.447, -2.935)  0.06
H (0.835, 5.675, -0.641)  0.11
H (1.164, 3.223, -0.461)  0.10
H (-2.893, 2.586, -1.656)  0.11
H (-3.227, 5.029, -1.821)  0.11
C (1.194, -3.319, -4.273)  -0.03
N (-0.195, -3.247, -3.885)  -0.14
C (-1.265, -3.364, -4.871)  -0.09
C (-2.534, -3.172, -4.025)  -0.11
N (-2.014, -3.169, -2.660)  0.03
C (-0.679, -3.144, -2.649)  -0.69
S (0.296, -3.187, -1.252)  0.80
H (1.447, -2.484, -4.928)  0.10
H (1.391, -4.258, -4.795)  0.10
H (1.818, -3.274, -3.383)  0.05
H (-1.224, -4.350, -5.337)  0.13
H (-1.152, -2.604, -5.645)  0.13
H (-3.241, -3.989, -4.160)  0.12
H (-3.048, -2.234, -4.241)  0.12
H (-2.568, -2.764, -1.894)  0.00
C (-7.243, -0.130, -0.769)  -0.07
N (-5.848, -0.517, -0.935)  -0.04
C (-5.050, -1.213, -0.113)  -0.82
S (-3.388, -1.246, -0.437)  0.69
N (-5.505, -1.874, 0.964)  -0.03
C (-6.869, -2.211, 1.348)  -0.07
H (-7.553, 0.394, -1.669)  0.09
H (-7.381, 0.538, 0.083)  0.09
H (-7.885, -0.999, -0.651)  0.07
H (-5.326, -0.024, -1.638)  0.10
H (-4.769, -2.382, 1.426)  0.10
H (-7.468, -1.322, 1.534)  0.08
H (-6.822, -2.783, 2.271)  0.09
H (-7.360, -2.823, 0.590)  0.09

Properties
strongest force on any atom	0.612	eV Å⁻¹
LUMO level	-1.56	eV
HOMO-LUMO gap	8.294	eV
total charge	+1
energy above the lowest of the compared OMol25 structures with the same formula, charge and spin	15.7	kJ/mol

Record 4
This record from OMol25 describes a cluster of 2 separate species, C6H19N4P in total in a non-equilibrium geometry. The level of theory is the ωB97M-V functional and the def2-TZVPD basis.

Each line ends with the natural charge from an NBO analysis.
Positions of all 30 atoms, in Å:
C (-0.273, -0.685, -2.118)  -0.23
C (0.774, 0.183, 3.147)  -0.42
C (0.895, 3.996, 1.382)  -0.40
C (0.504, -1.710, -3.027)  -0.43
C (0.346, -3.071, -2.268)  -0.42
C (-0.676, -2.808, -1.214)  -0.24
N (-0.554, -1.360, -0.818)  -0.62
N (-1.982, 1.283, 0.615)  -1.13
N (-0.439, 0.344, 2.476)  -0.92
N (-0.194, 2.976, 1.214)  -0.97
P (-0.264, 1.262, 0.876)  1.23
H (0.285, 0.129, -1.942)  0.20
H (-1.262, -0.283, -2.445)  0.19
H (0.287, -1.322, -0.290)  0.35
H (0.685, -0.114, 4.214)  0.20
H (1.400, -0.611, 2.746)  0.15
H (1.451, 1.070, 2.941)  0.19
H (1.813, 3.752, 1.913)  0.18
H (1.313, 4.262, 0.329)  0.18
H (0.436, 4.790, 1.858)  0.20
H (0.159, -1.863, -4.014)  0.20
H (1.486, -1.379, -3.191)  0.21
H (0.007, -3.784, -3.036)  0.22
H (1.283, -3.277, -1.697)  0.20
H (-1.645, -3.241, -1.545)  0.19
H (-0.466, -3.454, -0.382)  0.20
H (-2.285, 1.726, -0.203)  0.38
H (-2.219, 0.361, 0.490)  0.37
H (-0.990, -0.444, 2.327)  0.37
H (-0.939, 3.325, 1.852)  0.38

Properties
strongest force on any atom	4.440	eV Å⁻¹
LUMO level	0.95	eV
HOMO-LUMO gap	8.777	eV
energy above the lowest of the compared OMol25 structures with the same formula, charge and spin	0.0	kJ/mol
SMILES string	CNP(N)NC.C1CCNC1

Record 5
This record from OMol25 describes a cluster of 2 separate species, C4H7NO2 in total. The level of theory is the ωB97M-V functional and the def2-TZVPD basis.

Each line ends with the natural charge from an NBO analysis.
Positions of all 14 atoms, in Å:
O (1.250, -2.080, -0.279)  -0.67
C (-1.016, -0.643, 1.095)  -0.48
C (-0.795, 0.565, 0.608)  0.15
C (-0.984, 1.629, -0.356)  -0.29
N (-0.017, 1.711, 0.769)  -0.59
C (1.054, -1.009, -1.051)  0.66
O (1.676, 0.022, -0.971)  -0.62
H (1.888, -1.817, 0.407)  0.49
H (-1.757, -1.302, 0.657)  0.21
H (-0.448, -1.015, 1.942)  0.21
H (-1.837, 2.294, -0.270)  0.21
H (-0.582, 1.510, -1.361)  0.21
H (0.940, 1.569, 0.447)  0.39
H (0.261, -1.207, -1.783)  0.13

Properties
strongest force on any atom	0.548	eV Å⁻¹
LUMO level	0.77	eV
HOMO-LUMO gap	9.817	eV
energy above the lowest of the compared OMol25 structures with the same formula, charge and spin	268.3	kJ/mol
SMILES string	C=C1CN1.O=CO

Record 6
This record from OMol25 describes an isolated molecule of C19H19BrN2O3. The level of theory is the ωB97M-V functional and the def2-TZVPD basis.

Each line ends with the natural charge from an NBO analysis.
Positions of all 44 atoms, in Å:
C (3.555, 1.032, -3.529)  -0.65
C (2.987, 0.016, -2.592)  0.08
C (2.795, 0.318, -1.251)  -0.28
C (2.267, -0.619, -0.369)  0.16
C (1.924, -1.887, -0.837)  -0.25
C (2.110, -2.205, -2.167)  -0.22
C (2.635, -1.257, -3.029)  -0.12
Br (2.873, -1.736, -4.861)  0.04
H (1.847, -3.184, -2.536)  0.23
H (1.513, -2.621, -0.158)  0.22
N (2.037, -0.345, 0.980)  -0.62
C (2.141, 0.845, 1.641)  0.69
O (2.603, 1.858, 1.173)  -0.60
C (1.542, 0.781, 3.041)  -0.50
H (2.125, 1.420, 3.705)  0.24
H (1.545, -0.239, 3.423)  0.23
C (0.105, 1.322, 2.996)  -0.22
N (-0.660, 0.778, 1.889)  -0.49
C (-0.849, -0.563, 1.653)  0.74
O (-0.411, -1.450, 2.345)  -0.61
C (-1.666, -0.710, 0.391)  -0.33
H (-1.140, -1.353, -0.316)  0.25
C (-1.917, 0.721, -0.089)  -0.31
C (-1.248, 1.604, 0.938)  0.72
O (-1.223, 2.802, 0.981)  -0.56
H (-1.534, 0.954, -1.083)  0.25
C (-3.466, 0.846, -0.033)  -0.25
C (-3.971, -0.094, -1.101)  -0.19
C (-3.754, -1.333, -0.679)  -0.18
H (-3.937, -2.256, -1.196)  0.22
C (-3.099, -1.243, 0.678)  -0.24
H (-3.118, -2.137, 1.295)  0.24
C (-3.775, 0.021, 1.222)  -0.39
H (-3.326, 0.412, 2.135)  0.20
H (-4.844, -0.116, 1.376)  0.23
H (-4.372, 0.230, -2.042)  0.22
H (-3.823, 1.871, -0.068)  0.24
H (-0.404, 1.090, 3.935)  0.22
H (0.114, 2.405, 2.842)  0.25
H (1.657, -1.125, 1.502)  0.42
H (3.057, 1.296, -0.884)  0.26
H (2.860, 1.226, -4.346)  0.23
H (4.482, 0.664, -3.969)  0.23
H (3.758, 1.963, -3.009)  0.22

Properties
strongest force on any atom	0.635	eV Å⁻¹
LUMO level	0.60	eV
HOMO-LUMO gap	9.069	eV
energy above the lowest of the compared OMol25 structures with the same formula, charge and spin	0.0	kJ/mol
SMILES string	Cc1cc(NC(=O)CCN2C(=O)[C@@H]3[C@H](C2=O)[C@H]2C=C[C@@H]3C2)ccc1Br